Model 1:
24
Properties=species:S:1:pos:R:3:lowdin_charge:R:1 method="wB97M-V/def2-TZVPD" total_charge=0 smiles="C[C@@H]1[C@@]2(C=CC=CC2=O)[C@]1(C)O" multiplicity=1 homo_lumo_gap_ev=8.248 homo_ha=-0.307
C 2.49 0.34 0.50 -0.089
C 2.35 1.68 0.10 -0.075
C 1.35 -0.34 0.74 -0.040
C 1.12 2.30 0.02 0.033
C 0.02 0.16 0.45 -0.226
C -0.16 1.67 0.53 -0.284
C -1.14 -0.74 0.63 -0.182
C -0.52 -0.73 -0.81 -0.363
C -2.59 -0.37 0.90 -0.039
C 0.30 -1.77 -1.45 -0.006
O -1.07 2.40 0.97 0.062
O -1.33 -0.01 -1.67 0.030
H 3.48 -0.06 0.65 0.108
H 3.27 2.03 -0.21 0.079
H 1.51 -1.33 0.96 0.092
H 0.98 3.36 -0.25 0.112
H -0.67 -1.57 1.29 0.168
H -3.39 -1.16 0.54 0.137
H -2.73 0.61 0.53 0.055
H -2.59 -0.22 1.91 0.051
H -0.25 -2.42 -2.15 0.104
H 0.71 -2.56 -0.89 0.066
H 1.14 -1.24 -1.86 0.097
H -2.28 -0.03 -1.42 0.111

Model 2:
24
Properties=species:S:1:pos:R:3:lowdin_charge:R:1 method="wB97M-V/def2-TZVPD" total_charge=0 smiles="C=C1[C@H]2CC[C@H](C2)C1(C=O)C=O" multiplicity=1 homo_lumo_gap_ev=9.861 homo_ha=-0.349
C 0.27 0.15 -1.05 -0.242
C 0.78 -0.22 -2.19 0.072
C 1.69 -1.42 0.33 -0.163
C 1.96 0.78 0.49 -0.232
C -1.94 -0.38 -0.32 -0.124
C -1.43 -0.71 1.13 -0.136
C -0.72 1.52 0.59 -0.019
C -1.05 0.79 -0.75 -0.248
C -0.22 0.16 1.34 -0.201
C 0.85 -0.20 0.34 -0.343
O 2.53 -1.79 -0.48 0.055
O 2.28 1.26 1.54 0.105
H 1.68 -0.78 -2.30 0.045
H 0.41 0.05 -3.29 0.121
H 1.62 -2.13 1.22 0.156
H 2.54 0.87 -0.48 0.159
H -2.01 -1.29 -1.05 0.143
H -3.02 -0.04 -0.40 0.120
H -2.18 -0.47 1.85 0.104
H -1.26 -1.76 1.13 0.101
H 0.19 2.23 0.55 0.143
H -1.64 1.89 1.04 0.118
H -1.43 1.27 -1.59 0.121
H 0.09 0.22 2.36 0.146

Model 3:
24
Properties=species:S:1:pos:R:3:lowdin_charge:R:1 method="wB97M-V/def2-TZVPD" total_charge=0 multiplicity=1 homo_lumo_gap_ev=8.581 homo_ha=-0.292
C 1.35 3.60 1.19 -0.128
C 0.36 1.39 0.99 -0.179
C -0.93 0.86 1.38 0.000
C -1.40 -0.17 0.62 -0.034
C -0.82 -0.74 -0.63 -0.371
C -1.33 -1.61 -1.56 -0.196
C -1.12 -3.06 -0.99 -0.121
C -0.36 -3.18 0.10 0.009
C 0.39 -0.18 -0.96 -0.009
C 1.06 0.78 -0.15 -0.216
H 1.40 4.36 2.00 0.056
H 2.59 3.40 0.84 0.144
H 0.52 4.04 0.16 0.182
H -1.59 1.35 2.00 0.084
H -2.37 -0.82 0.85 0.150
H -0.56 -1.35 -2.47 0.158
H -2.42 -1.40 -1.85 0.145
H -1.55 -3.87 -1.59 0.098
H 0.13 -2.48 0.73 0.062
H -0.39 -4.19 0.47 0.048
H 0.93 -0.57 -1.82 0.115
H 2.92 0.31 -0.73 0.164
O 0.84 2.42 1.79 -0.161
O 2.37 1.11 -0.37 -0.002

Least stable of them? model 3.

Model 1:
19
Properties=species:S:1:pos:R:3:lowdin_charge:R:1 method="wB97M-V/def2-TZVPD" total_charge=0 smiles="C/C=C/O.O.O.O" multiplicity=1 homo_lumo_gap_ev=8.951 homo_ha=-0.305
C 2.84 -0.76 -0.92 -0.118
C 2.20 0.12 0.14 -0.139
C 0.96 0.53 -0.09 -0.231
O 0.28 1.32 0.80 -0.038
H 2.18 -0.82 -1.78 0.064
H 3.09 -1.74 -0.52 0.064
H 3.78 -0.33 -1.28 0.065
H 2.70 0.25 1.09 0.102
H 0.40 0.19 -0.95 0.119
H -0.57 1.54 0.41 0.038
H -2.66 1.26 -0.77 0.040
H -2.01 2.59 -1.34 0.051
O -1.86 1.81 -0.81 -0.042
H -0.61 -1.59 2.62 0.058
H -0.45 -0.33 1.70 0.009
O -0.92 -1.17 1.80 -0.048
H -3.73 -1.22 -0.52 0.043
H -2.51 -1.05 0.54 0.019
O -3.10 -0.62 -0.12 -0.055

Model 2:
19
Properties=species:S:1:pos:R:3:lowdin_charge:R:1 method="wB97M-V/def2-TZVPD" total_charge=0 smiles="CCC=O.O.O.O" multiplicity=1 homo_lumo_gap_ev=10.529 homo_ha=-0.360
O 0.37 1.17 -1.28 0.040
C -0.57 1.34 -0.55 -0.275
C -0.47 1.47 0.94 -0.199
C -1.14 0.26 1.61 -0.094
H -1.59 1.47 -0.95 0.127
H 0.59 1.48 1.20 0.105
H -0.93 2.41 1.24 0.111
H -2.16 0.11 1.24 0.072
H -0.57 -0.64 1.39 0.067
H -1.20 0.39 2.69 0.071
H 1.72 -1.42 -0.67 0.011
H 1.11 -2.78 -1.06 0.063
O 0.91 -1.95 -0.61 -0.066
H -0.84 -1.44 -1.13 -0.006
H -2.15 -2.08 -1.64 0.034
O -1.80 -1.28 -1.23 -0.073
H 3.68 0.49 -0.18 0.055
H 2.24 0.88 -0.62 0.019
O 2.81 0.12 -0.39 -0.063

Least stable of them? model 1.

Model 1:
26
Properties=species:S:1:pos:R:3:lowdin_charge:R:1 method="wB97M-V/def2-TZVPD" total_charge=+2 smiles="CN(C)C(=[NH2+])[N+](C)(C)C" multiplicity=1 homo_lumo_gap_ev=10.566 homo_ha=-0.714
C 0.51 -0.66 0.07 -0.088
C 2.82 -0.43 -0.54 0.024
C 1.71 1.58 0.18 0.034
C -1.36 0.90 -0.99 -0.036
C -1.87 -1.32 -0.40 -0.030
C -1.65 0.45 1.28 0.019
N 1.48 0.20 -0.30 -0.082
N 0.61 -1.87 0.56 0.254
N -1.19 -0.10 0.02 -0.249
H 2.69 -1.43 -0.90 0.091
H 3.18 0.17 -1.39 0.120
H 3.50 -0.44 0.38 0.151
H 0.82 2.15 0.02 0.076
H 1.98 1.51 1.26 0.145
H 2.49 2.01 -0.42 0.112
H -1.16 1.84 -0.55 0.096
H -0.64 0.85 -1.77 0.110
H -2.27 0.99 -1.57 0.141
H -3.06 -1.28 -0.57 0.195
H -1.72 -1.41 -1.54 0.146
H -1.55 -2.28 0.09 0.103
H -0.97 1.06 1.70 0.071
H -2.63 1.00 1.22 0.170
H -1.83 -0.28 2.02 0.110
H 1.40 -2.07 1.18 0.181
H -0.12 -2.59 0.43 0.136

Model 2:
26
Properties=species:S:1:pos:R:3:lowdin_charge:R:1 method="wB97M-V/def2-TZVPD" total_charge=+2 multiplicity=1 homo_lumo_gap_ev=10.688 homo_ha=-0.678
C 2.90 0.96 -1.10 -0.132
C 2.96 -0.37 -1.14 -0.008
C -0.73 1.96 1.19 -0.054
C -2.60 -2.40 0.55 -0.029
C 0.34 1.32 0.34 -0.257
C -1.71 -1.58 -0.36 -0.177
N 2.93 2.08 -1.42 0.388
N 0.06 0.10 -0.40 0.057
N -0.88 -0.71 0.41 0.048
H 2.60 -0.68 -0.11 0.133
H 2.21 -0.72 -1.91 0.151
H 4.09 -0.81 -1.21 0.213
H -1.01 3.01 0.89 0.127
H -1.54 1.31 1.26 0.039
H -0.36 2.06 2.28 0.129
H -3.51 -1.72 0.85 0.141
H -3.13 -3.10 -0.01 0.074
H -2.18 -2.86 1.40 0.076
H 1.30 1.22 1.21 0.197
H 0.72 1.92 -0.42 0.066
H -2.33 -0.92 -0.89 0.128
H -1.15 -2.19 -1.05 0.147
H 3.02 3.10 -1.28 0.191
H -0.36 0.28 -1.15 0.039
H -0.33 -1.24 1.08 0.201
H -1.30 -0.02 1.00 0.112

Least stable of them? model 2.

Model 1:
16
Properties=species:S:1:pos:R:3:lowdin_charge:R:1 method="wB97M-V/def2-TZVPD" total_charge=0 smiles="C=C(F)[C@@H](C)CO" multiplicity=1 homo_lumo_gap_ev=10.813 homo_ha=-0.367
C -1.48 -0.17 -1.90 0.057
C -1.17 -0.20 -0.61 -0.216
C -0.16 1.09 1.48 -0.090
C 1.23 -0.67 0.49 -0.228
C 0.24 0.43 0.15 -0.249
O 1.51 -1.72 -0.50 -0.090
F -2.00 -0.80 0.35 -0.006
H -2.35 -0.59 -2.30 0.044
H -0.80 0.22 -2.64 0.065
H -0.69 0.52 2.14 0.035
H -0.68 2.12 1.33 0.118
H 0.74 1.31 2.09 0.085
H 1.01 -1.03 1.41 0.076
H 2.31 -0.26 0.62 0.148
H 0.63 1.12 -0.70 0.158
H 1.66 -1.36 -1.40 0.092

Model 2:
16
Properties=species:S:1:pos:R:3:lowdin_charge:R:1 method="wB97M-V/def2-TZVPD" total_charge=0 multiplicity=1 homo_lumo_gap_ev=9.804 homo_ha=-0.327
C 0.86 -0.45 -1.40 -0.196
C 0.30 -1.38 -0.48 -0.118
C -0.31 -1.11 0.68 -0.181
C -0.47 0.07 1.37 -0.217
C -0.11 1.48 0.79 -0.219
H -1.20 0.23 -1.80 0.065
H 1.85 -0.79 -2.07 0.172
H 1.24 0.65 -1.14 0.119
H 0.06 -2.27 -0.82 0.065
H -0.67 -1.97 1.22 0.114
H 0.12 0.00 2.33 0.133
H -1.63 0.03 1.66 0.166
H 0.88 1.32 0.30 0.069
H 0.28 2.26 1.75 0.181
O -0.42 -0.18 -2.14 -0.103
F -0.78 2.11 -0.25 -0.052

Least stable of them? model 2.